No. 1
{"formula": "C26H22N7PdS", "method": "the ωB97M-V functional and the def2-TZVPD basis", "species": ["C", "H", "H", "H", "C", "N", "H", "N", "H", "Pd", "N", "H", "H", "C", "C", "C", "C", "C", "N", "H", "C", "C", "H", "H", "H", "H", "C", "H", "H", "C", "C", "C", "N", "H", "H", "C", "H", "H", "C", "C", "N", "H", "C", "H", "C", "C", "C", "C", "N", "H", "S", "C", "C", "C", "H", "C", "C"], "positions_angstrom": [[4.02017, -2.43519, -1.06167], [-3.69102, 1.43265, 3.50691], [0.10266, 3.45337, -5.45569], [4.50043, -0.66953, 2.62140], [3.51713, 0.99378, 3.55574], [-2.27368, -1.39585, 3.49635], [0.79799, -2.02833, -1.96306], [-0.65324, -1.06207, 2.06821], [-3.36708, -1.86386, -3.21457], [-0.00011, 0.09468, 0.26301], [-3.12961, 1.58191, 2.68174], [-3.84390, 3.53382, 2.12546], [-2.29251, -3.04949, -1.31522], [-0.75227, 0.87342, -2.67491], [-2.25202, 2.54773, 0.92473], [-1.75444, -0.54226, 2.59343], [-2.40240, -0.17350, -4.09275], [2.86518, -2.58695, -1.81394], [1.63501, 0.70281, 1.59979], [-1.19501, -2.19032, -0.23201], [-0.47160, -2.29031, 2.64125], [1.48846, 1.66187, 2.51016], [-1.98985, 3.21877, 0.12441], [-1.62893, 1.73541, -5.85382], [2.30523, 2.65450, 4.22257], [1.27598, 3.54799, -3.27779], [2.70406, -0.10089, 1.58885], [-3.11198, -1.27714, 4.04579], [-1.67680, -3.34318, 4.18869], [-1.87363, -1.03566, -1.91141], [-2.07495, -2.08366, -0.86138], [-1.47274, -2.50455, 3.54479], [-0.97986, -0.06075, -1.71302], [0.36331, -2.92701, 2.40240], [-2.93096, -1.82337, -0.23327], [-2.20239, 0.75758, 2.16160], [-2.96000, -0.21749, -5.02042], [4.25919, 1.09652, 4.33670], [2.80019, -1.01856, 0.43952], [-1.42632, 0.82865, -3.91568], [1.68930, -1.17781, -0.30516], [0.60969, 2.28901, 2.42838], [0.52282, 2.79095, -3.46112], [4.87918, -1.49259, 0.66195], [-1.10543, 1.78042, -4.90699], [2.42919, 1.85431, 3.50702], [-2.62616, -1.08516, -3.09768], [3.98440, -1.64184, 0.07618], [-1.65747, 1.32906, 1.09163], [4.94055, -2.92033, -1.35848], [0.98871, 2.01904, -0.92872], [3.65976, 0.00813, 2.59045], [0.21000, 1.88590, -2.45001], [1.71817, -1.93488, -1.40237], [2.84915, -3.19253, -2.70883], [-0.14227, 2.73763, -4.68322], [-3.17728, 2.71518, 1.91408]], "atomic_forces_ev_per_a": [[-0.1, 0.0, 0.0], [0.0, -0.1, 0.0], [0.0, 0.0, 0.0], [0.0, 0.0, 0.0], [0.0, 0.1, 0.1], [0.0, 0.1, 0.0], [0.0, 0.1, 0.0], [-0.4, 0.0, -0.7], [0.1, 0.0, 0.0], [2.1, 2.0, -1.1], [0.1, -0.2, -0.1], [0.0, 0.0, 0.0], [0.0, 0.0, 0.0], [0.5, 1.0, -0.2], [0.0, 0.4, -0.2], [0.1, -0.3, 0.3], [0.0, 0.0, 0.1], [0.1, 0.0, 0.1], [-1.3, -0.2, -0.4], [0.0, -0.1, 0.0], [0.0, -0.1, 0.2], [0.0, 0.2, 0.2], [0.0, 0.0, 0.0], [0.1, 0.0, 0.0], [0.0, 0.0, 0.0], [0.0, 0.0, -0.1], [0.3, -0.1, 0.1], [0.0, 0.0, 0.0], [0.0, 0.0, 0.0], [0.0, 0.1, 0.1], [-0.1, 0.1, 0.0], [0.2, -0.1, -0.1], [-0.3, -1.2, 1.6], [0.0, 0.0, 0.0], [0.0, 0.0, 0.0], [-0.3, 0.2, 0.1], [0.0, 0.0, 0.0], [0.0, 0.0, 0.0], [0.2, 0.0, 0.2], [0.0, 0.1, 0.1], [-1.3, 1.2, 0.2], [0.0, 0.0, 0.0], [0.2, -0.4, 0.9], [0.0, 0.0, 0.0], [0.1, 0.2, -0.1], [0.0, -0.1, -0.1], [0.1, 0.0, -0.1], [-0.2, 0.0, 0.0], [1.3, -1.3, -0.3], [0.0, 0.0, 0.0], [-0.3, -0.9, 1.6], [-0.1, 0.0, -0.2], [-0.5, -0.2, -1.3], [-0.3, -0.2, -0.3], [0.0, 0.0, 0.0], [-0.5, -0.2, -0.4], [0.2, 0.1, -0.3]], "mulliken_charge": [-0.499, 0.214, 0.436, 0.469, -0.501, -0.077, 0.428, 0.674, 0.590, 0.188, -0.097, 0.432, 0.570, -1.056, -0.573, -0.121, -0.791, -0.964, 0.683, 0.080, -0.505, -0.397, 0.517, 0.463, 0.479, 0.494, 0.543, 0.200, 0.434, 0.650, -1.147, -0.810, 0.716, 0.516, 0.302, 0.002, 0.496, 0.480, 1.037, 0.969, 0.804, 0.504, -0.677, 0.442, -0.883, -0.981, -0.996, -1.179, 0.779, 0.481, -0.008, -1.040, 1.620, -0.265, 0.488, -0.834, -0.777], "homo_lumo_gap_ev": [5.03, 5.03], "total_charge": 3, "lumo_ev": [-11.391, -11.392], "energy_ha": -1912.445840}

No. 2
{"formula": "C26H23BCl3N9OSSiTb", "method": "the ωB97M-V functional and the def2-TZVPD basis", "species": ["H", "H", "H", "N", "C", "H", "C", "H", "H", "H", "C", "H", "C", "H", "C", "N", "H", "N", "C", "N", "N", "C", "Cl", "C", "H", "C", "C", "C", "C", "C", "H", "H", "C", "Tb", "O", "H", "C", "H", "N", "N", "C", "C", "N", "C", "H", "H", "H", "C", "Si", "H", "H", "H", "Cl", "Cl", "B", "C", "H", "C", "C", "C", "H", "C", "N", "C", "C", "S"], "positions_angstrom": [[-0.67327, -3.97231, 5.46335], [-0.79377, 4.39159, -0.21795], [-3.73657, 0.61049, -3.42435], [2.42763, 2.16489, 0.10345], [-0.66257, -2.17351, 4.30105], [2.12143, 1.68609, 2.06665], [-0.97327, 3.80829, 0.67675], [3.24843, 5.15229, -1.16305], [-1.58927, 1.71319, 3.84775], [-2.57287, -3.50151, -4.13025], [-3.29917, 0.55269, -2.44625], [-2.03587, -0.97311, -4.30385], [-1.41357, 2.31669, 2.97045], [-4.62577, 1.60249, -1.03655], [0.12813, -2.34661, 1.94425], [-1.56807, -2.42161, -2.63395], [-2.39837, 4.04189, 3.72965], [-1.07667, -2.67931, -1.41845], [-2.74007, 0.65819, -0.33525], [-1.78147, -0.00891, -0.96285], [-0.31097, 0.42249, 1.87655], [-0.36347, -1.57371, 3.05685], [4.03243, -3.71411, 1.71255], [-2.12607, -3.52201, -3.15455], [-1.04997, -4.38801, -0.21805], [-3.73247, 1.04549, -1.23535], [-1.85717, 3.61399, 2.89285], [3.00023, 4.42269, -0.40545], [2.71493, 3.11649, -0.85745], [2.37773, 2.49879, 1.40025], [2.87743, -0.91921, -5.00835], [0.75213, -4.35091, 1.46825], [-0.54117, 2.50709, 0.73085], [0.55643, -0.89551, 0.01255], [2.16213, 0.92569, -0.24335], [-1.05047, -1.54071, 5.09105], [-1.33607, -3.95241, -1.15815], [-1.99797, 5.40019, 1.70025], [0.88203, -0.50321, -2.45195], [-2.12827, -0.07311, -2.25335], [2.10553, -0.53311, -2.96245], [-1.63997, 4.38099, 1.75515], [0.03283, -0.74341, -3.46075], [0.33693, -3.69641, 2.23615], [2.52193, 3.99659, 2.89915], [0.20813, -1.18571, -5.51415], [0.26093, -5.34431, 3.62425], [0.06273, -4.28791, 3.46845], [3.30763, -1.87701, 0.84395], [-2.69097, 0.84119, 0.72035], [-0.08577, 2.04789, -0.13965], [3.14473, 5.78229, 1.23175], [2.10303, -2.97401, -0.92705], [5.06973, -1.56911, -0.33725], [-1.45527, -1.01351, -3.26105], [-2.00427, -4.54251, -2.23385], [-2.34247, -5.55751, -2.32015], [2.61263, 3.77649, 1.84855], [-0.45517, -3.51821, 4.50015], [0.71623, -0.94721, -4.60045], [2.97433, -0.34101, -2.36225], [2.05773, -0.81611, -4.32825], [-0.59797, -0.23811, 3.01635], [-0.73467, 1.71529, 1.88485], [2.93863, 4.76589, 0.91785], [2.70623, 2.73689, -2.48605]], "atomic_forces_ev_per_a": [[0.0, 0.0, 0.0], [0.0, 0.0, -0.1], [0.0, -0.1, -0.2], [0.2, 0.5, 0.0], [0.0, 0.1, 0.0], [0.0, 0.0, -0.1], [-0.1, 0.3, 0.0], [0.0, -0.1, 0.0], [0.0, 0.0, 0.0], [-0.1, 0.0, -0.2], [-0.1, 0.1, 0.1], [-0.1, 0.0, -0.2], [0.3, -0.6, 0.0], [-0.1, 0.1, 0.1], [0.0, 0.3, 0.5], [-0.2, -0.3, -0.3], [0.0, 0.0, 0.1], [0.4, 0.2, 0.5], [-0.1, -0.1, -0.1], [0.5, 0.0, 0.7], [0.2, -1.7, 0.1], [0.3, -0.7, -0.5], [-0.1, 0.1, 0.2], [-0.1, -0.1, 0.0], [0.1, 0.0, 0.1], [-0.1, 0.0, -0.1], [-0.1, 0.5, -0.1], [0.0, 0.3, 0.5], [0.0, -0.3, -0.4], [0.1, 0.2, 0.8], [0.2, 0.0, -0.1], [0.0, 0.1, 0.0], [0.0, -0.5, 0.1], [-0.9, 1.0, -0.5], [-0.5, -0.6, -0.1], [0.0, 0.0, 0.0], [0.0, 0.0, 0.0], [0.0, 0.1, 0.0], [0.1, 0.0, 0.1], [-0.1, 0.3, -0.5], [0.0, 0.1, -0.2], [0.0, 0.1, 0.0], [-0.1, 0.1, -0.6], [0.0, -0.2, -0.2], [0.0, -0.1, 0.1], [-0.2, 0.0, -0.2], [0.0, 0.0, 0.0], [0.0, -0.2, -0.1], [0.4, -0.9, -0.3], [0.1, 0.0, 0.1], [0.1, 0.1, 0.0], [0.0, 0.0, 0.0], [0.5, -0.1, 0.6], [0.1, 0.3, -0.1], [0.3, -0.3, 0.6], [-0.1, -0.1, -0.1], [-0.1, -0.1, 0.0], [0.0, -0.2, 0.0], [0.0, -0.1, 0.2], [0.0, 0.1, 0.1], [0.0, 0.1, 0.2], [-0.1, 0.0, 0.1], [-0.2, 1.1, 0.0], [-0.3, 1.2, 0.1], [0.0, -0.1, -0.1], [0.0, -0.1, -0.6]], "mulliken_charge": [0.322, 0.442, 0.433, -0.011, -0.561, 0.558, -0.905, 0.388, 0.385, 0.439, -0.228, -0.194, -0.598, 0.402, 0.465, -0.033, 0.347, 0.493, -0.325, 0.627, 1.732, -0.167, -0.371, -0.190, 0.321, -1.363, -0.516, -0.753, 0.229, -0.110, 0.402, 0.373, 0.764, 0.249, 0.047, 0.365, -0.297, 0.364, 0.993, -0.146, -0.172, -0.729, -0.418, -0.205, 0.424, 0.434, 0.360, -0.981, 0.122, 0.554, 0.537, 0.338, -0.308, -0.368, 0.160, -1.203, 0.399, -1.116, -0.375, -0.252, 0.556, -1.424, -0.988, -1.087, -0.171, -0.453], "homo_lumo_gap_ev": [5.28, 6.54], "total_charge": -2, "multiplicity": 8, "lumo_ev": [4.419, 4.418], "energy_ha": -4490.494032}